A molecular structure, C11H22F3KNO4S at a distorted geometry. Source: the OMol25 dataset; level of theory: ωB97M-V/def2-TZVPD.

Each line ends with the Löwdin charge.
Geometry (Å):
K -0.271 2.637 2.067  1.066
S 1.327 -0.816 -1.839  0.801
F -4.989 -1.988 0.017  0.060
F -3.174 -1.701 -1.243  0.075
F -4.440 0.109 -0.510  0.099
O 0.915 2.706 0.174  -0.424
O 2.812 -0.869 -2.128  -0.341
O -0.372 -0.325 0.160  -0.146
O 0.718 -0.137 -3.057  -0.358
N 1.970 0.244 0.718  0.005
C -3.889 -1.121 -0.179  -0.446
C 0.660 1.683 -0.837  -0.268
C -2.341 0.235 1.524  -0.123
C 1.885 3.677 -0.374  -0.047
C -3.059 -1.140 1.167  -0.045
C 1.882 -2.334 1.249  -0.081
C -0.880 1.910 -1.317  0.005
C 2.714 -0.999 1.042  -0.235
C 0.544 -2.518 -1.849  -0.122
C -0.706 0.084 1.500  -0.237
C 0.919 0.151 -0.294  -0.451
H 2.121 -3.046 0.390  0.083
H -0.317 -2.524 -2.601  0.088
H 3.568 -1.249 0.321  0.122
H 0.779 -2.220 1.449  0.060
H 2.040 4.566 0.317  0.110
H -1.332 1.006 -1.813  0.096
H -2.698 1.110 0.904  0.102
H 2.889 3.204 -0.608  0.113
H 2.682 0.877 0.314  0.134
H -1.495 2.340 -0.450  0.072
H 1.366 1.920 -1.705  0.149
H 0.079 -2.780 -0.848  0.056
H -0.479 -0.693 2.307  0.142
H -0.843 2.732 -2.113  0.110
H 1.513 4.123 -1.361  0.121
H -3.795 -1.434 1.988  0.144
H 2.313 -2.857 2.173  0.094
H -0.222 1.063 1.853  -0.072
H -2.613 0.475 2.607  0.125
H 3.252 -0.797 2.034  0.124
H -2.315 -2.002 1.074  0.141
H 1.282 -3.305 -2.218  0.095

- LUMO energy (eV) = -3.56
- HOMO-LUMO gap (eV) = 9.26
- calculated total energy (a.u.) = -2085.3680
- charge = +1
- 2S+1 = 1